A structure of composition C26H26N2O2S2V, computed with ωB97M-V/def2-TZVPD.

Output
multiplicity: 2
charge: +2
frontier orbital gap (alpha / beta): 5.29 / 5.48 eV

Geometry as XYZ:
```
59
Properties=species:S:1:pos:R:3:mulliken_spin:R:1
V 0.57601 0.15501 0.67372 1.1158
C 2.40554 -2.39137 0.39331 0.0037
C 0.98844 -2.28182 0.81474 -0.0690
N 0.14231 -1.62299 0.03815 0.0071
N -1.18863 -1.89855 0.13947 0.0480
C -1.95944 -0.87725 -0.10138 0.0085
S -1.30649 0.75465 -0.33372 -0.0432
S -3.66304 -0.95950 -0.15213 0.0024
C -4.03382 -2.73379 0.13260 0.0015
C -4.19344 -3.50654 -1.14458 0.0004
C -3.08257 -3.98584 -1.83242 0.0008
C -3.24583 -4.69103 -3.01375 0.0003
C -4.51925 -4.92173 -3.51757 -0.0002
C -5.62911 -4.44810 -2.83521 0.0002
C -5.46614 -3.74116 -1.65232 -0.0001
C 0.54131 -2.68360 2.15339 -0.0177
C 0.51785 -3.94391 2.72924 0.0021
C 0.09153 -4.07227 4.04395 -0.0042
C -0.27601 -2.95526 4.78119 0.0009
C -0.22322 -1.67718 4.23209 -0.0056
C 0.18808 -1.56531 2.92480 -0.0025
O 0.32907 -0.31481 2.31372 -0.0532
H 2.55433 -3.42934 0.06570 -0.0007
H 3.08907 -2.22629 1.22458 0.0008
H 2.63058 -1.75780 -0.46442 -0.0050
H -4.96832 -2.69497 0.69179 0.0000
H -3.25270 -3.12349 0.78190 -0.0002
H -2.08904 -3.81304 -1.43562 -0.0020
H -2.38021 -5.06793 -3.54225 0.0000
H -4.64506 -5.47460 -4.43862 0.0000
H -6.62324 -4.63059 -3.22006 0.0000
H -6.33676 -3.37669 -1.11931 0.0000
H 0.79675 -4.81687 2.15405 0.0001
H 0.05013 -5.05223 4.49783 -0.0002
H -0.59582 -3.07321 5.80750 -0.0001
H -0.47871 -0.79913 4.80887 0.0003
C 2.43588 7.66084 -0.47603 0.0000
C 2.41222 6.17600 -0.58658 0.0007
C 1.76247 5.39413 0.38362 0.0006
C 1.70570 4.02726 0.29816 -0.0031
C 1.00998 3.27333 1.39132 -0.0003
C 2.36012 3.38837 -0.80576 -0.0089
C 2.42184 2.01700 -0.95291 0.0296
O 1.86948 1.12229 -0.19824 -0.0029
C 3.04608 4.17795 -1.80003 -0.0019
C 3.75002 3.57190 -2.98415 0.0002
C 3.04042 5.54379 -1.66813 0.0008
H 1.97677 8.01319 0.44369 0.0000
H 1.90614 8.10094 -1.32455 0.0002
H 3.46347 8.02588 -0.52595 0.0001
H 1.28520 5.89529 1.21575 -0.0003
H 0.55327 3.97067 2.09020 0.0002
H 1.70940 2.64422 1.94858 -0.0030
H 0.17578 2.66246 1.02420 -0.0043
H 3.01951 1.60473 -1.76154 0.0032
H 3.04094 3.10538 -3.67074 0.0002
H 4.49095 2.82565 -2.69589 -0.0001
H 4.27594 4.34733 -3.53418 0.0001
H 3.54430 6.14997 -2.41007 0.0001
```